1.
Molecular formula: C2H5MgO2
Method: DFT, wB97M-V/def2-TZVPD

Each line ends with the natural charge from an NBO analysis.
Element x y z (Å)
C: 0.7046 0.3831 0.6452  -0.08
C: -0.5440 -0.4450 0.3727  -0.07
O: -1.1643 -0.0073 -0.7846  -1.17
Mg: -1.6647 -0.6144 -2.4751  0.97
H: 0.4031 1.4095 0.9247  0.15
H: 1.2995 -0.0554 1.4591  0.18
H: -1.2167 -0.3504 1.2488  0.15
H: -0.2493 -1.5140 0.3350  0.13
O: 1.5107 0.4254 -0.5201  -0.73
H: 0.9212 0.7685 -1.2057  0.47

Results
HOMO (spin up / spin down) (hartree): -0.2693 / -0.3406
Multiplicity: 2
Lowest unoccupied orbital energy (spin up / spin down) (eV): 0.1 / -1.2
ΔE to the lowest compared entry with this formula, charge and spin (kcal per mole): 7.8
E (eV): -11693.7342


2.
Molecular formula: C2H5N
Method: DFT, wB97M-V/def2-TZVPD

Each line ends with the natural charge from an NBO analysis.
Element x y z (Å)
C: -0.7659 -0.2488 -0.1966  -0.48
C: 0.9393 0.5072 0.2876  0.21
N: -0.1722 1.1155 0.1236  -0.61
H: -0.4586 -1.1482 0.3708  0.18
H: -1.8572 -0.2861 -0.1207  0.25
H: -0.6655 -0.5819 -1.2480  0.19
H: 1.6704 0.3400 -0.5289  0.13
H: 1.3097 0.3023 1.3122  0.13

Results
HOMO (hartree): -0.2853
Lowest unoccupied orbital energy (eV): 0.1
ΔE to the lowest compared entry with this formula, charge and spin (kcal per mole): 85.4
E (eV): -3640.8096


3.
Molecular formula: C2H5N
Method: DFT, wB97M-V/def2-TZVPD

Each line ends with the natural charge from an NBO analysis.
Element x y z (Å)
C: 1.1371 -0.2164 0.7211  -0.07
N: 0.5569 0.5789 -0.0776  -0.39
C: -0.8456 0.2660 -0.4758  -0.45
H: 2.1953 -0.0882 0.8445  0.19
H: 0.4612 -1.1713 1.1780  0.13
H: -0.7695 0.0531 -1.6040  0.21
H: -1.3901 1.1617 -0.5245  0.21
H: -1.3453 -0.5838 -0.0618  0.18

Results
HOMO (hartree): -0.3603
Lowest unoccupied orbital energy (eV): 1.2
ΔE to the lowest compared entry with this formula, charge and spin (kcal per mole): 21.7
E (eV): -3643.5730


4.
Molecular formula: C2H5N2
Method: DFT, wB97M-V/def2-TZVPD

Each line ends with the natural charge from an NBO analysis.
Element x y z (Å)
C: 0.4417 -0.2921 0.8757  0.49
C: 0.5004 -0.1615 -0.6974  -0.45
N: -0.7467 -0.3709 -1.2745  -0.31
N: -0.4054 0.2604 1.5749  -0.68
H: 0.8672 0.8440 -0.8051  0.37
H: 1.4098 -0.7196 -1.0484  0.30
H: -0.7331 -0.7622 -2.1958  0.37
H: -0.3907 0.2977 2.5612  0.47
H: -0.9432 0.9042 1.0094  0.44

Results
HOMO (spin up / spin down) (hartree): -0.5446 / -0.5445
Total charge: +1
Lowest unoccupied orbital energy (spin up / spin down) (eV): -8.2 / -8.2
ΔE to the lowest compared entry with this formula, charge and spin (kcal per mole): 111.2
E (eV): -5122.2231


5.
Molecular formula: C2H5N2
Method: DFT, wB97M-V/def2-TZVPD

Each line ends with the natural charge from an NBO analysis.
Element x y z (Å)
C: 1.8165 -1.4117 0.0114  0.31
C: -1.5357 0.5459 -0.1460  -0.48
N: 1.1616 -0.4617 0.0609  -0.12
N: 0.4857 0.5645 0.0501  -0.04
H: 2.4766 -2.2245 -0.1249  0.30
H: -1.8171 0.3756 0.8810  0.21
H: -1.6541 1.5400 -0.5416  0.21
H: -1.6637 -0.2769 -0.8326  0.20
H: 0.7301 1.3487 0.6418  0.42

Results
HOMO (spin up / spin down) (hartree): -0.4200 / -0.6467
Total charge: +1
Multiplicity: 3
Lowest unoccupied orbital energy (spin up / spin down) (eV): -4.7 / -8.7
ΔE to the lowest compared entry with this formula, charge and spin (kcal per mole): 61.0
E (eV): -5120.2199


6.
Molecular formula: C2H5N2O
Method: DFT, wB97M-V/def2-TZVPD

Each line ends with the natural charge from an NBO analysis.
Element x y z (Å)
C: 1.0896 -0.6837 -0.6581  0.62
C: 1.4658 0.6826 -0.8120  0.12
N: -0.3756 -1.4233 0.4603  -0.90
N: 0.9304 1.5745 -1.4916  -0.63
O: 1.7175 -1.5229 -1.1305  -0.35
H: -0.9486 -2.2339 0.0161  0.45
H: -0.0279 -1.6736 1.3455  0.42
H: -0.8926 -0.5771 0.6297  0.40
H: 1.4872 2.4479 -1.7020  0.45
H: -0.0273 1.4383 -1.8075  0.41

Results
HOMO (hartree): -0.5222
Total charge: +1
Lowest unoccupied orbital energy (eV): -5.2
ΔE to the lowest compared entry with this formula, charge and spin (kcal per mole): 82.5
E (eV): -7172.4562


- Which of these has the lowest ΔE to the lowest compared entry with this formula, charge and spin?
  C2H5MgO2